DFT (wB97M-V/def2-TZVPD) results for a 9-piece molecular cluster, C56H109F12N9O11S4 overall.

Geometry (Å):
C: 13.091621 -7.812672 12.037070
C: 12.183077 -8.266413 13.241566
C: 12.009784 -7.190254 14.323732
O: 10.908322 -8.886811 12.949600
H: 13.104337 -8.751599 11.483587
H: 14.090995 -7.510883 12.350597
H: 12.543405 -6.981224 11.594067
H: 12.747026 -9.080831 13.696300
H: 11.402904 -7.536481 15.160347
H: 11.579988 -6.281222 13.902973
H: 12.990671 -6.829551 14.633325
C: 9.489070 -20.177105 14.429920
C: 10.038388 -19.201424 13.357649
C: 11.305365 -18.523001 13.867236
N: 11.746799 -17.179995 13.192334
C: 12.896861 -16.564852 14.075756
C: 13.493524 -15.308831 13.369932
C: 13.948878 -15.629244 11.888075
C: 12.822624 -16.221648 11.041428
C: 12.248125 -17.424891 11.774762
C: 10.603493 -16.195629 13.141181
H: 8.629694 -20.814143 14.220726
H: 9.231397 -19.604814 15.321089
H: 10.207334 -20.916180 14.784821
H: 9.261498 -18.478023 13.110203
H: 10.214640 -19.766741 12.442520
H: 12.178243 -19.175263 13.840151
H: 11.287185 -18.261157 14.925159
H: 13.716541 -17.250378 14.290911
H: 12.597845 -16.276083 15.083377
H: 14.380686 -15.195040 13.992892
H: 12.868395 -14.416392 13.399502
H: 14.706259 -16.407317 11.792827
H: 14.470862 -14.748269 11.514566
H: 13.187900 -16.499088 10.052637
H: 12.091238 -15.425865 10.900331
H: 13.029951 -18.180339 11.853205
H: 11.489451 -17.793677 11.084462
H: 11.013182 -15.244906 12.800030
H: 10.369571 -16.039546 14.194283
H: 9.624143 -16.440861 12.730301
C: 10.189693 -7.446070 24.536149
C: 10.144720 -8.603357 23.572765
C: 11.323706 -8.580892 22.512123
N: 11.365558 -9.795003 21.497947
C: 12.431621 -9.450468 20.438846
C: 12.709873 -10.664567 19.478798
C: 13.216975 -11.885032 20.312560
C: 12.183566 -12.312191 21.317032
C: 11.785743 -11.153427 22.212477
C: 10.048727 -10.020288 20.829341
H: 9.247961 -7.218292 25.035505
H: 10.428899 -6.573257 23.928631
H: 10.907603 -7.698089 25.316659
H: 9.207402 -8.656251 23.018923
H: 10.008173 -9.581024 24.034955
H: 12.242205 -8.802481 23.055586
H: 11.417799 -7.620327 22.005606
H: 13.253035 -9.187062 21.105175
H: 12.090353 -8.581879 19.875647
H: 13.465417 -10.286666 18.789989
H: 11.823230 -10.733553 18.848561
H: 14.202956 -11.761981 20.760685
H: 13.504581 -12.720233 19.673939
H: 12.522074 -13.073249 22.020096
H: 11.293592 -12.670975 20.800001
H: 12.564039 -10.737658 22.852391
H: 10.973021 -11.490216 22.856033
H: 10.042900 -10.839074 20.109862
H: 9.594611 -9.087687 20.494475
H: 9.445872 -10.396746 21.655748
C: 4.455954 1.216541 14.422551
C: 5.443596 1.232766 13.266065
C: 6.278715 -0.144391 13.129642
N: 7.000377 -0.517846 11.788872
C: 7.811779 -1.852780 11.916941
C: 8.143121 -2.632860 10.610594
C: 6.966482 -2.757208 9.582649
C: 6.151153 -1.461192 9.413095
C: 5.772507 -0.700741 10.757784
C: 7.844246 0.627595 11.213189
H: 3.930529 2.114022 14.748988
H: 5.047099 1.062048 15.325200
H: 3.758238 0.387346 14.305312
H: 6.102560 2.092986 13.148214
H: 4.663227 1.269092 12.505933
H: 5.737098 -0.992268 13.548987
H: 7.161749 -0.082572 13.765672
H: 7.270484 -2.410256 12.681353
H: 8.746505 -1.507011 12.358328
H: 8.459255 -3.637855 10.890122
H: 9.034935 -2.162049 10.196938
H: 6.447240 -3.662949 9.895897
H: 7.386024 -3.031601 8.614774
H: 5.235696 -1.811843 8.936571
H: 6.584760 -0.801034 8.661906
H: 4.969032 -1.284445 11.207039
H: 5.248159 0.234737 10.562848
H: 8.806560 0.706634 11.718962
H: 7.355818 1.597975 11.124372
H: 8.004939 0.350434 10.171338
C: 22.143765 -9.899836 3.138801
N: 21.875762 -9.157025 4.485030
C: 22.046171 -9.894572 5.645246
C: 21.648853 -9.350658 6.821127
C: 21.119042 -8.042781 6.874035
C: 21.104242 -7.249235 5.706039
C: 21.413031 -7.869482 4.516671
C: 20.461497 -7.519172 8.104618
C: 19.379750 -6.599598 7.999744
C: 18.829293 -6.082933 9.144515
N: 19.274258 -6.355052 10.405193
C: 20.325369 -7.206947 10.574131
C: 20.997659 -7.767126 9.355492
C: 18.744165 -5.713756 11.587482
H: 22.951023 -10.627055 3.225923
H: 22.440671 -9.130065 2.426488
H: 21.234561 -10.411671 2.823421
H: 22.360138 -10.927044 5.602396
H: 21.641962 -9.924768 7.735870
H: 20.770657 -6.226974 5.605625
H: 21.503430 -7.400735 3.547906
H: 18.972576 -6.474816 7.007249
H: 17.998403 -5.394547 9.098192
H: 20.707760 -7.151782 11.582658
H: 21.995650 -8.179855 9.364356
H: 19.655932 -5.396141 12.093337
H: 18.279163 -6.485613 12.200760
H: 18.148059 -4.817867 11.413863
C: 3.036427 -9.184950 15.554017
N: 4.459532 -9.088499 14.979860
C: 4.681623 -7.797459 14.158263
C: 5.426024 -9.032927 16.164171
C: 4.804480 -10.277671 14.017293
C: 4.127488 -10.384470 12.639894
O: 2.685672 -10.339379 12.782550
H: 2.687742 -10.159762 15.894993
H: 2.390857 -8.769522 14.780218
H: 3.002886 -8.457023 16.364636
H: 3.887621 -7.804808 13.411524
H: 5.660202 -7.706747 13.686835
H: 4.429172 -6.932605 14.771770
H: 5.193960 -9.999089 16.612267
H: 5.168908 -8.197419 16.815252
H: 6.450573 -9.080175 15.795152
H: 4.608111 -11.191725 14.577681
H: 5.879203 -10.286808 13.835691
H: 4.325168 -11.350395 12.175118
H: 4.440711 -9.548562 12.014402
H: 2.201346 -10.266392 11.956909
C: 6.212013 -11.429025 6.122214
N: 7.307820 -10.441369 5.653017
C: 7.176635 -10.346890 4.029694
C: 6.964850 -9.124985 6.236864
C: 8.695481 -10.918677 6.032827
C: 9.278238 -10.822458 7.403991
O: 8.433507 -11.318861 8.443939
H: 6.409989 -12.389391 5.646180
H: 5.264062 -11.034196 5.756699
H: 6.262576 -11.419495 7.210994
H: 6.151137 -10.442917 3.672993
H: 7.722392 -11.250246 3.757309
H: 7.769673 -9.540278 3.598683
H: 5.958332 -8.747508 6.056506
H: 7.787115 -8.429631 6.068166
H: 7.030726 -9.297746 7.311062
H: 9.344413 -10.384127 5.339110
H: 8.644249 -11.915154 5.594070
H: 9.583430 -9.790955 7.579910
H: 10.230585 -11.351676 7.436552
H: 8.936135 -11.129396 9.239590
C: 7.419353 -2.682874 19.028169
F: 6.824051 -1.591491 18.580997
F: 7.784552 -3.514497 18.009361
F: 8.427272 -2.448490 19.895013
S: 5.934088 -3.548465 19.963854
O: 6.410789 -4.898642 20.201326
O: 5.701775 -2.753414 21.176439
N: 4.615706 -3.738033 18.792899
S: 3.577714 -2.812630 19.342423
O: 2.970920 -3.469188 20.462026
O: 3.834798 -1.368396 19.497814
C: 2.233448 -3.069395 18.033469
F: 2.905215 -2.974115 16.862189
F: 1.597633 -4.268184 18.187221
F: 1.324977 -2.117398 18.129333
C: 19.065736 -11.013596 16.607351
F: 19.712503 -12.109005 16.278485
F: 18.344745 -10.543071 15.598860
F: 18.311416 -11.204062 17.584024
S: 20.449981 -9.740548 17.148741
O: 21.238245 -10.278516 18.261510
O: 21.297393 -9.611499 15.948062
N: 19.506900 -8.308907 17.410698
S: 19.434884 -8.082754 18.857184
O: 18.861900 -9.220043 19.611539
O: 20.595830 -7.364731 19.399071
C: 18.093494 -6.659389 18.996297
F: 17.974959 -6.271488 20.275911
F: 18.566749 -5.648015 18.253176
F: 16.920090 -7.086836 18.437941

Forces on atoms 1 to 2 (eV/Å):
C -1.690 -0.541 1.210
C -2.028 -1.353 0.676

The molar mass comes out at 1440.8 g mol⁻¹. As for the relative energy (zero: lowest compared OMol25 entry of this formula, charge and spin): 477.6 kJ/mol. The spin multiplicity is 1. Its lowest unoccupied orbital energy is -9.5 eV. Its HOMO energy is -10.770 eV. The charge is +4.